Entry 1:
{
  "formula": "C11H9N3O",
  "method": "ωB97M-V/def2-TZVPD",
  "symbols": ["C", "C", "C", "C", "C", "C", "C", "C", "C", "C", "C", "N", "N", "N", "O", "H", "H", "H", "H", "H", "H", "H", "H", "H"],
  "positions_angstrom": [[0.093175, -2.047657, 0.946217], [0.067280, -1.610074, -1.425870], [-3.241187, 0.350112, -1.086047], [-1.963616, 0.928734, -1.112271], [-3.587586, -0.203344, 0.143780], [-1.088084, 1.071150, 0.003749], [-2.759978, -0.125797, 1.220511], [-1.534917, 0.573352, 1.211696], [2.817329, -0.273079, 0.020290], [4.625477, 1.162994, 0.237321], [0.722792, -1.506262, -0.220420], [-0.371336, -2.494970, 1.915167], [-0.496421, -1.529500, -2.441896], [1.973707, -1.069733, -0.135170], [4.085785, -0.165907, -0.126152], [-3.803694, 0.231128, -1.903595], [-1.470280, 1.376382, -2.052697], [-4.473531, -0.689956, 0.128652], [-0.055949, 1.564385, 0.028692], [-3.160712, -0.594058, 2.026598], [-0.935015, 0.570185, 2.040002], [4.214114, 2.037665, -0.334492], [5.553245, 1.015271, -0.303360], [4.789408, 1.428973, 1.219288]],
  "atomic_forces_ev_per_a": [[-0.1, -0.7, 1.3], [-1.4, 0.8, -3.1], [4.2, 0.8, 3.6], [2.0, 1.8, -1.8], [1.9, 1.6, -1.9], [-0.3, 0.2, 0.2], [1.0, 1.5, -1.0], [-2.1, -1.1, -2.1], [1.6, 1.6, -0.1], [1.1, 0.1, -4.6], [1.1, -1.0, 1.9], [0.6, 0.6, -1.3], [0.8, -0.5, 1.2], [-3.3, -1.3, -0.2], [-0.1, 1.1, 1.3], [-2.0, -0.2, -3.0], [-1.4, -0.9, 1.1], [-2.7, -1.7, 0.7], [-1.7, -0.6, -0.7], [-0.4, -1.2, 2.8], [1.3, 0.1, 2.1], [-0.6, -1.2, 0.6], [0.7, 0.5, 0.6], [-0.2, -0.3, 2.4]],
  "nbo_charge": [0.267, 0.250, -0.207, -0.196, -0.197, -0.243, -0.204, -0.209, 0.574, -0.256, -0.165, -0.304, -0.288, -0.243, -0.446, 0.209, 0.213, 0.201, 0.212, 0.207, 0.207, 0.206, 0.208, 0.204],
  "homo_ev": [-8.60, -8.59],
  "lumo_energy_ev": [-1.1250, -1.1206],
  "gap_ev": [7.5, 7.5],
  "max_force_ev_per_a": 5.58,
  "e_above_lowest_kcal_mol": 164.8,
  "energy_ev": -18065.014
}

***

Entry 2:
{
  "formula": "C37H85N11O19S2",
  "method": "ωB97M-V/def2-TZVPD",
  "symbols": ["C", "C", "O", "S", "O", "O", "O", "H", "H", "H", "H", "C", "C", "O", "S", "O", "O", "O", "H", "H", "H", "H", "C", "C", "O", "N", "C", "H", "H", "H", "H", "H", "H", "H", "C", "C", "O", "N", "C", "H", "H", "H", "H", "H", "H", "H", "C", "C", "O", "N", "C", "H", "H", "H", "H", "H", "H", "H", "C", "C", "O", "N", "C", "H", "H", "H", "H", "H", "H", "H", "C", "C", "O", "N", "C", "H", "H", "H", "H", "H", "H", "H", "C", "C", "O", "N", "C", "H", "H", "H", "H", "H", "H", "H", "C", "C", "O", "N", "C", "H", "H", "H", "H", "H", "H", "H", "C", "C", "O", "N", "C", "H", "H", "H", "H", "H", "H", "H", "C", "C", "O", "N", "C", "H", "H", "H", "H", "H", "H", "H", "C", "C", "O", "N", "C", "H", "H", "H", "H", "H", "H", "H", "C", "C", "O", "N", "C", "H", "H", "H", "H", "H", "H", "H"],
  "positions_angstrom": [[11.000098, -19.603068, 7.458431], [11.719726, -18.276659, 7.480214], [12.749095, -18.239340, 8.417280], [12.684614, -19.567072, 9.373280], [12.526474, -19.125896, 10.746005], [13.744699, -20.452276, 8.961669], [11.168467, -20.124126, 8.782928], [11.473729, -20.319363, 6.787097], [9.937537, -19.633974, 7.217370], [10.964279, -17.527961, 7.718620], [12.192793, -18.075149, 6.519115], [21.204506, -13.382506, 12.362368], [20.270449, -12.975627, 13.470393], [19.155110, -13.689217, 13.167931], [18.905702, -13.739273, 11.529880], [18.250531, -12.486775, 11.204855], [18.456090, -15.074286, 11.073697], [20.488224, -13.569078, 11.161354], [21.632281, -14.358832, 12.590163], [22.114451, -12.801490, 12.212286], [20.026989, -11.919847, 13.351437], [20.559253, -13.295128, 14.471697], [11.687384, -11.093680, 16.771725], [11.464610, -12.627378, 16.923749], [10.534202, -13.025811, 17.555887], [12.470380, -13.326082, 16.384345], [12.622975, -14.772601, 16.281750], [12.483550, -10.883768, 16.057463], [12.171378, -10.954455, 17.738394], [10.698118, -10.641429, 16.841770], [13.061203, -12.746796, 15.805148], [11.951790, -15.320810, 16.942878], [13.581287, -15.218410, 16.548189], [12.502097, -14.994110, 15.221358], [11.842477, -18.891310, 17.607272], [11.838464, -20.400568, 17.658066], [11.058459, -21.002978, 18.376183], [12.703314, -21.062630, 16.915234], [12.982606, -22.517470, 16.889310], [12.482655, -18.610579, 18.443615], [10.827779, -18.632427, 17.909684], [12.230030, -18.477912, 16.676141], [13.396485, -20.524311, 16.415411], [12.016920, -22.976281, 16.677073], [13.569664, -22.776909, 17.770305], [13.496261, -22.879647, 15.998749], [16.472408, -18.495174, 7.798193], [16.995144, -18.862633, 9.128458], [18.026322, -19.563371, 9.101481], [16.353316, -18.528926, 10.206262], [16.519778, -19.219372, 11.480964], [17.232428, -18.627391, 7.028143], [16.273801, -17.426866, 7.712335], [15.608691, -19.094795, 7.510893], [15.612146, -17.843529, 10.174583], [15.545278, -19.541950, 11.847549], [16.779008, -18.368676, 12.111218], [17.215728, -20.056934, 11.433664], [23.618405, -16.721059, 18.038872], [22.092308, -16.467341, 17.979504], [21.371562, -17.271400, 18.554728], [21.670000, -15.406601, 17.232374], [20.336232, -14.962685, 17.239409], [24.184220, -16.748975, 18.970083], [24.154400, -15.939254, 17.500737], [23.800069, -17.751777, 17.734384], [22.224535, -14.943974, 16.526283], [19.949162, -15.011225, 16.221606], [20.125569, -13.967564, 17.631144], [19.785028, -15.625018, 17.906933], [10.795788, -12.302765, 9.612725], [11.456270, -13.643037, 9.587592], [11.846160, -14.120948, 8.428257], [11.561901, -14.324104, 10.754891], [11.762118, -15.799785, 10.692672], [11.314470, -11.608591, 10.273927], [9.766756, -12.460675, 9.935601], [10.854014, -11.844398, 8.625504], [11.216758, -13.987272, 11.642313], [11.008678, -16.437468, 10.230320], [11.988436, -15.997963, 11.740345], [12.600279, -16.055862, 10.044590], [14.022714, -17.442083, 13.737902], [15.268293, -16.653039, 13.504195], [15.341324, -15.847597, 12.577053], [16.195821, -16.894015, 14.411265], [17.497163, -16.127682, 14.502580], [13.868170, -18.143231, 12.917774], [13.267304, -16.663656, 13.630643], [14.013820, -17.932941, 14.711080], [16.044888, -17.517328, 15.191520], [18.086970, -16.466417, 15.354324], [17.043222, -15.149730, 14.662728], [18.047856, -16.166441, 13.562722], [10.708135, -20.411647, 14.078486], [11.649705, -21.526551, 13.476190], [11.420737, -22.765428, 13.457469], [12.886161, -21.140308, 13.118904], [13.993861, -21.996669, 12.633989], [11.329231, -19.752764, 14.685293], [9.962813, -20.912711, 14.696177], [10.235742, -19.939911, 13.216865], [12.997769, -20.144408, 13.244641], [13.643058, -23.004445, 12.411680], [14.679508, -22.321585, 13.416563], [14.593128, -21.610590, 11.809414], [15.907633, -12.246501, 13.267648], [15.145243, -12.127342, 14.562231], [14.000431, -11.787254, 14.565204], [15.774903, -12.353561, 15.691523], [15.383466, -11.991577, 16.939794], [16.674659, -13.015058, 13.172281], [16.337563, -11.327200, 12.869973], [15.177010, -12.293557, 12.460133], [16.737631, -12.656869, 15.656043], [15.065214, -10.955654, 17.056736], [16.226423, -11.961604, 17.630167], [14.690351, -12.738058, 17.327692], [17.987828, -17.918393, 17.579137], [16.585073, -18.648638, 17.628573], [15.978711, -18.859911, 16.585679], [16.342064, -19.056763, 18.856349], [15.181841, -19.661136, 19.272690], [18.482664, -18.105197, 16.626070], [18.558289, -18.250418, 18.446565], [17.747073, -16.855333, 17.586069], [17.079788, -19.032980, 19.545770], [14.288928, -19.124127, 18.952656], [15.228327, -19.695211, 20.361164], [15.161946, -20.684069, 18.896786], [15.171241, -14.938574, 6.021857], [15.660553, -14.384123, 7.310199], [16.693980, -13.738929, 7.264463], [14.898037, -14.439309, 8.438739], [15.434238, -13.962126, 9.764579], [14.103226, -15.156163, 6.012591], [15.721409, -15.873654, 5.916839], [15.275391, -14.144006, 5.282995], [13.984571, -14.852654, 8.317012], [16.067067, -14.647996, 10.327805], [14.498860, -13.761079, 10.286833], [15.945147, -12.999429, 9.781500], [21.828513, -21.173593, 10.728435], [21.873628, -19.736281, 11.166920], [22.845246, -19.434023, 11.893383], [20.787974, -18.973228, 10.913316], [20.520132, -17.678785, 11.575514], [22.615117, -21.737511, 11.229776], [22.102719, -21.096830, 9.676284], [20.934379, -21.754268, 10.955272], [20.045447, -19.435689, 10.408449], [20.834457, -17.591011, 12.615520], [19.438142, -17.557352, 11.626839], [20.957303, -16.813026, 11.078075]],
  "atomic_forces_ev_per_a": [[1.0, -1.6, 0.1], [-1.5, 1.2, -1.9], [0.3, -1.6, 1.7], [-1.1, 0.1, -0.3], [0.3, -0.9, -1.9], [-1.3, 0.8, 0.7], [2.1, 0.9, 1.6], [0.2, 0.0, -0.2], [0.1, 0.6, 0.3], [0.3, 0.4, 0.0], [-0.3, 0.2, -0.1], [2.7, -1.3, 0.6], [1.1, 1.4, -0.6], [-3.2, -2.5, -1.5], [-0.2, -0.7, -0.9], [0.5, -2.1, 0.1], [1.0, 3.8, 1.6], [-1.7, 0.3, 0.1], [-0.1, -0.3, 0.3], [-0.5, 0.7, -0.3], [0.2, 0.3, 0.6], [0.4, 0.4, -0.1], [0.4, -1.9, 1.3], [0.7, 2.1, -0.6], [-1.4, -1.3, 0.9], [1.0, -1.0, 0.1], [-0.3, 0.1, -0.3], [-0.8, 0.6, -0.5], [0.0, 0.6, 0.3], [0.4, 0.4, -0.7], [0.2, -0.3, -0.3], [-0.6, 0.4, -0.4], [0.6, 0.8, 0.2], [-0.4, -0.6, 0.1], [0.1, -0.7, 0.6], [-1.2, -0.6, 0.8], [-0.4, 0.1, 0.5], [3.0, -0.6, -2.4], [-1.1, 0.7, -0.3], [0.0, 0.4, -0.1], [0.1, 0.5, -0.5], [-0.3, 0.2, 0.1], [-0.1, 0.2, 0.1], [0.0, -0.5, 1.2], [-0.6, -0.5, 0.1], [0.6, 1.0, -0.1], [-0.2, 1.3, -1.4], [2.7, -1.9, -2.5], [-0.5, 0.2, 1.2], [-1.5, -0.1, 1.5], [-0.4, 1.5, 0.1], [0.1, -0.4, 0.3], [-0.6, 0.1, 0.3], [-0.2, 0.2, 0.2], [0.0, -0.1, -0.2], [-0.1, -0.3, -0.2], [0.7, -0.7, 0.9], [0.1, 0.5, -0.1], [0.0, 0.4, -0.5], [1.7, -1.5, 0.9], [-0.5, 1.1, -0.3], [0.9, 0.5, 0.1], [-1.8, -0.4, 0.1], [-1.1, 0.4, 0.8], [0.1, -0.4, -0.7], [0.0, 0.2, -0.9], [0.7, -0.5, 0.6], [-0.5, -0.1, 0.0], [0.6, 0.3, 0.0], [-0.2, -0.2, -0.3], [0.4, 0.3, 0.0], [1.1, -1.2, -3.9], [-1.3, 1.1, 4.7], [-0.2, -1.6, -1.6], [1.2, 0.9, 0.4], [-0.2, -0.1, 0.4], [0.0, 0.3, 0.0], [-0.2, -0.3, 0.0], [-0.1, 0.4, -0.5], [-0.9, 0.6, 0.5], [-0.1, -1.0, -0.3], [0.5, 0.4, 0.4], [-0.5, 0.3, -0.4], [-0.5, 0.1, -0.4], [0.4, -0.1, 0.2], [3.0, 0.0, 1.0], [-2.4, -0.1, -0.5], [0.0, -0.1, 0.0], [-0.5, -0.4, 0.3], [-0.2, 0.0, -0.1], [-0.3, -0.4, -0.2], [-0.2, 0.0, -0.3], [1.2, 0.7, 0.0], [0.0, 0.0, 0.1], [1.0, -1.8, -1.0], [0.0, -3.5, 1.1], [-0.8, 2.6, 0.1], [0.9, 1.3, -0.3], [-0.5, -0.8, 0.8], [-0.3, 0.2, -0.2], [0.1, 0.1, -0.1], [0.0, 0.4, 0.3], [0.7, -0.1, -0.4], [-0.8, 0.4, -0.7], [0.2, 0.9, 0.6], [-0.5, 0.3, 0.0], [-0.2, 0.2, -1.2], [1.6, 0.0, -1.9], [-2.8, 1.0, -0.2], [3.9, -1.3, -1.5], [-0.9, 0.7, 3.9], [-0.4, -0.1, 0.3], [0.5, 0.5, 1.1], [-0.3, -1.1, 0.2], [-0.1, 0.0, -0.6], [-0.9, -0.1, -0.5], [0.3, -0.5, -0.1], [-0.4, 0.6, 0.5], [-1.7, -0.5, -0.2], [3.9, 0.7, -1.5], [-1.3, 0.1, 0.6], [1.3, 1.0, 0.3], [-2.0, -1.7, 0.9], [0.1, -0.4, 0.3], [0.4, 0.5, -0.3], [0.3, 0.1, 0.4], [0.0, 0.4, -0.5], [0.1, -0.1, 0.0], [-0.5, -0.1, 0.0], [-0.5, -0.2, 0.1], [-1.3, -0.4, 0.3], [-0.1, 1.9, 0.6], [0.8, -0.2, 0.5], [1.8, -0.2, 0.0], [-1.8, 0.1, -0.6], [-0.1, -0.3, 0.3], [0.1, 0.2, -0.9], [0.7, -0.5, -0.2], [-0.1, 0.2, 0.7], [-0.3, -0.4, -0.4], [0.2, -0.3, 0.6], [0.1, -0.1, -1.0], [0.5, -0.2, -0.6], [1.2, -0.7, 3.1], [-1.5, 0.9, -1.3], [0.5, 0.6, 0.6], [-0.4, -0.3, -0.2], [0.2, 0.5, 0.0], [-0.4, -0.8, -0.3], [-0.4, 0.5, -0.6], [-0.3, 0.4, -0.1], [0.5, -0.7, 0.0], [0.0, 0.1, -0.4], [0.0, -0.2, -0.4]],
  "lowdin_charge": [-0.176, -0.209, -0.203, 0.717, -0.256, -0.228, -0.192, 0.126, 0.140, 0.132, 0.141, -0.193, -0.218, -0.231, 0.736, -0.229, -0.237, -0.168, 0.126, 0.141, 0.137, 0.131, 0.013, -0.588, 0.055, 0.005, -0.052, 0.050, 0.077, 0.084, 0.052, 0.083, 0.067, 0.070, 0.005, -0.613, 0.039, 0.013, -0.034, 0.061, 0.095, 0.064, 0.115, 0.092, 0.082, 0.072, 0.004, -0.574, 0.001, 0.048, -0.021, 0.091, 0.069, 0.077, 0.143, 0.056, 0.069, 0.099, -0.001, -0.504, 0.034, -0.002, -0.101, 0.078, 0.065, 0.084, 0.137, 0.070, 0.087, 0.071, -0.011, -0.479, -0.054, 0.030, -0.049, 0.085, 0.088, 0.086, 0.138, 0.082, 0.073, 0.060, 0.011, -0.608, 0.030, 0.045, -0.003, 0.057, 0.068, 0.071, 0.074, 0.046, 0.073, 0.065, 0.025, -0.499, -0.018, 0.011, -0.048, 0.049, 0.085, 0.076, 0.084, 0.083, 0.073, 0.063, 0.022, -0.551, 0.053, 0.006, -0.107, 0.049, 0.092, 0.085, 0.142, 0.107, 0.095, 0.087, 0.009, -0.503, 0.024, -0.009, -0.074, 0.078, 0.072, 0.070, 0.148, 0.072, 0.104, 0.097, -0.007, -0.591, 0.030, 0.043, -0.043, 0.069, 0.077, 0.092, 0.082, 0.047, 0.063, 0.071, -0.017, -0.546, -0.007, 0.038, -0.059, 0.078, 0.086, 0.080, 0.101, 0.077, 0.058, 0.075],
  "homo_ev": -8.98,
  "lumo_energy_ev": -0.3589,
  "gap_ev": 8.6,
  "max_force_ev_per_a": 5.00,
  "e_above_lowest_kcal_mol": 0.0,
  "energy_ev": -116709.861
}